<P>
14
Properties=species:S:1:pos:R:3 method="wB97M-V/def2-TZVPD" homo_ev=-8.52 smiles=C1CSCCS1 homo_lumo_gap_ev=9.337 e_lumo_ev=0.8
C 0.727 -0.170 1.432
C -0.689 0.495 1.356
S -0.894 1.487 -0.127
C -0.166 0.625 -1.470
C 0.123 -0.976 -1.273
S 1.120 -1.376 0.161
H 0.823 -0.800 2.318
H 1.534 0.655 1.349
H -1.459 -0.317 1.503
H -0.658 1.151 2.196
H 0.786 1.139 -1.662
H -0.843 0.833 -2.336
H 0.542 -1.401 -2.217
H -0.946 -1.345 -1.230

<Q>
14
Properties=species:S:1:pos:R:3 method="wB97M-V/def2-TZVPD" homo_ev=-8.32 smiles="CC=C=S.CS" homo_lumo_gap_ev=8.240 e_lumo_ev=-0.1
C -0.317 1.880 0.141
C -1.060 1.080 1.159
C -1.904 0.170 0.775
S -2.858 -0.861 0.147
H 0.243 2.902 0.419
H 0.406 1.252 -0.359
H -1.034 2.143 -0.596
H -0.627 1.051 2.083
C 1.345 -1.588 -0.169
S 0.758 -2.390 -1.567
H 2.239 -1.979 0.342
H 1.493 -0.517 -0.386
H 0.422 -1.657 0.473
H 0.894 -1.488 -2.462

Stability ranking, top entry: <P>; the second entry is 40.3 kcal/mol less favorable.

<P>
6
Properties=species:S:1:pos:R:3 method="wB97M-V/def2-TZVPD" homo_ev=-9.52 smiles="O=CI.II" homo_lumo_gap_ev=7.786 e_lumo_ev=-1.7
O 0.490 -1.133 -1.096
C -0.177 -0.156 -1.085
I -2.354 -0.363 -0.809
H 0.106 0.769 -1.500
I 0.896 1.720 1.933
I 1.038 -0.837 2.558

<Q>
6
Properties=species:S:1:pos:R:3 method="wB97M-V/def2-TZVPD" homo_ev=-9.81 homo_lumo_gap_ev=8.654 e_lumo_ev=-1.2
C 0.700 0.612 -0.874
O 0.281 -0.474 -1.117
I 2.001 1.172 0.725
I -1.864 -1.078 1.151
I -0.288 2.319 -1.785
H -0.830 -2.550 1.900

Stability ranking, top entry: <P>; the second entry is 26.2 kcal/mol less favorable.